<i>
ORCA calculation (wB97M-V/def2-TZVPD) on a cluster of 2 separate species, C5H12O2 in total.

The calculation puts the LUMO energy at 0.02835 hartree. The highest occupied orbital energy is -8.77 eV. The orbital gap is 9.539 eV. As for the SMILES: C/C=C(/O)CC.O.

The geometry in XYZ format:
```
19
Properties=species:S:1:pos:R:3:nbo_charge:R:1
C -1.431 1.306 -1.405 -0.64
C -1.437 0.382 -0.221 -0.30
C -0.444 0.135 0.637 0.31
O -0.683 -0.820 1.604 -0.70
C 0.914 0.782 0.695 -0.47
C 2.088 -0.205 0.621 -0.61
H -0.422 1.596 -1.714 0.21
H -1.903 0.809 -2.261 0.22
H -2.002 2.223 -1.217 0.22
H -2.359 -0.170 -0.042 0.21
H 0.137 -1.004 2.080 0.48
H 0.976 1.349 1.635 0.22
H 1.001 1.516 -0.110 0.22
H 2.102 -0.908 1.463 0.19
H 2.050 -0.800 -0.296 0.22
H 3.038 0.338 0.652 0.22
O -0.396 -2.522 -0.865 -0.95
H -0.417 -1.637 -1.249 0.47
H -0.812 -2.368 -0.005 0.48
```



<ii>
ORCA calculation (wB97M-V/def2-TZVPD) on a cluster of 2 separate species, C5H12O2 in total.

The calculation puts the LUMO energy at 0.02981 hartree. The highest occupied orbital energy is -7.48 eV. The orbital gap is 8.289 eV. As for the SMILES: CC/C=C(\C)O.O.

The geometry in XYZ format:
```
19
Properties=species:S:1:pos:R:3:nbo_charge:R:1
C -1.698 -1.062 1.572 -0.60
C -0.654 -1.020 0.455 -0.44
C -0.439 0.278 -0.254 0.04
C 0.669 0.627 -0.979 -0.01
C 1.660 -0.356 -1.437 -0.64
O 0.406 1.775 -1.768 -0.72
H -1.385 -0.420 2.395 0.22
H -2.670 -0.719 1.213 0.20
H -1.841 -2.085 1.949 0.21
H 0.292 -1.416 0.837 0.22
H -0.971 -1.610 -0.405 0.22
H -1.279 0.923 -0.284 0.21
H 1.191 -0.743 -2.311 0.21
H 2.608 0.127 -1.671 0.21
H 1.829 -1.155 -0.704 0.22
H 1.180 2.333 -1.854 0.47
O 0.256 1.235 1.287 -0.96
H -0.094 2.104 1.538 0.48
H 0.941 1.185 0.421 0.48
```



<iii>
ORCA calculation (wB97M-V/def2-TZVPD) on a cluster of 2 separate species, C5H12O2 in total.

The calculation puts the LUMO energy at 0.03027 hartree. The highest occupied orbital energy is -8.31 eV. The orbital gap is 9.130 eV.

The geometry in XYZ format:
```
19
Properties=species:S:1:pos:R:3:nbo_charge:R:1
C 2.298 0.497 -0.792 -0.25
O 0.887 0.495 -0.858 -0.57
C 0.303 -0.641 -0.231 -0.06
C -1.211 -0.559 -0.321 -0.42
C -1.874 -1.775 0.320 -0.61
C -0.375 2.619 1.187 0.10
O -0.413 2.723 -0.111 -0.66
H 2.714 -0.375 -1.315 0.18
H 2.646 1.409 -1.281 0.20
H 2.648 0.490 0.251 0.18
H 0.658 -1.548 -0.742 0.17
H 0.637 -0.693 0.819 0.17
H -1.497 -0.471 -1.376 0.21
H -2.963 -1.708 0.242 0.22
H -1.622 -1.848 1.384 0.21
H -1.558 -2.705 -0.167 0.20
H -1.555 0.352 0.175 0.21
H 0.286 1.718 1.383 0.02
H 0.093 2.011 -0.587 0.50
```



<iv>
ORCA calculation (wB97M-V/def2-TZVPD) on a cluster of 3 separate species, C5H12O2 in total.

The calculation puts the LUMO energy at 0.02700 hartree. The highest occupied orbital energy is -9.67 eV. The orbital gap is 10.403 eV. As for the SMILES: C=CCC=C.O.O.

The geometry in XYZ format:
```
19
Properties=species:S:1:pos:R:3:nbo_charge:R:1
C 0.815 -2.294 0.653 -0.37
C 0.241 -1.060 0.755 -0.21
C -0.880 -0.647 -0.152 -0.53
C -0.990 0.795 -0.683 -0.17
C -1.110 1.843 0.130 -0.41
H 1.529 -2.608 1.391 0.19
H 0.659 -3.129 -0.073 0.21
H 0.743 -0.356 1.402 0.22
H -1.134 -1.366 -1.004 0.23
H -1.886 -0.825 0.446 0.24
H -0.839 0.858 -1.736 0.20
H -1.095 2.934 -0.200 0.21
H -1.114 1.749 1.151 0.17
O 0.770 -0.940 -2.941 -0.97
H 1.347 -0.316 -3.364 0.48
H 0.341 -0.644 -2.075 0.49
O 1.224 2.070 2.284 -0.92
H 0.497 1.475 2.520 0.46
H 0.881 2.460 1.495 0.47
```



How far above the most stable structure does each one sit? In kcal/mol: <i> 0.0; <ii> 65.5; <iii> 69.7; <iv> 48.6.



<i>
ORCA calculation (wB97M-V/def2-TZVPD) on a cluster of 2 separate species, C5H12O2 in total.

The calculation puts the LUMO energy at 0.02054 hartree. The highest occupied orbital energy is -9.60 eV. The orbital gap is 10.163 eV. As for the SMILES: CCC(=O)CC.O.

The geometry in XYZ format:
```
19
Properties=species:S:1:pos:R:3:nbo_charge:R:1
C 0.000 0.000 0.000 -0.60
C 0.230 -0.579 1.478 -0.52
C 0.020 0.477 2.558 0.60
O -0.989 0.424 3.270 -0.55
C 1.108 1.606 2.675 -0.50
C 0.523 3.012 2.752 -0.61
H -0.782 -0.641 -0.441 0.22
H 0.854 0.044 -0.697 0.21
H -0.407 1.018 0.122 0.20
H -0.480 -1.428 1.446 0.23
H 1.255 -0.997 1.483 0.22
H 1.636 1.380 3.621 0.23
H 1.823 1.447 1.845 0.21
H 1.360 3.685 3.003 0.21
H -0.215 3.047 3.572 0.23
H 0.041 3.377 1.830 0.21
O -3.931 2.287 -2.722 -0.94
H -3.024 2.430 -2.370 0.47
H -4.527 2.645 -2.026 0.47
```



<ii>
ORCA calculation (wB97M-V/def2-TZVPD) on a cluster of 3 separate species, C5H12O2 in total.

The calculation puts the LUMO energy at -0.17038 hartree. The highest occupied orbital energy is -7.97 eV. The orbital gap is 3.337 eV.

The geometry in XYZ format:
```
19
Properties=species:S:1:pos:R:3:nbo_charge:R:1
O 3.850 0.366 0.108 -0.40
C 2.593 0.378 -0.028 0.24
C 1.698 -0.689 0.040 0.12
C 0.184 -0.380 0.126 -0.29
C -0.895 -1.360 -0.566 -0.56
C -0.362 -0.277 1.581 -0.55
H 2.128 1.416 -0.062 0.15
H 2.105 -1.649 0.262 0.21
H -0.447 1.953 -2.350 -0.02
H 0.043 0.515 -0.466 0.25
H -0.939 -2.245 -0.008 0.19
H -0.640 -1.699 -1.494 0.20
H -1.796 -0.889 -0.481 0.28
H -1.355 0.026 1.451 0.30
H -0.157 -1.174 2.065 0.20
H 0.266 0.511 2.053 0.20
H -2.872 1.713 -0.372 0.42
H -0.815 2.497 -2.054 0.02
O -2.587 0.989 0.195 -0.97
```



How far above the most stable structure does each one sit? In kcal/mol: <i> 0.0; <ii> 182.0.



<i>
ORCA calculation (wB97M-V/def2-TZVPD) on a cluster of 2 separate species, C5H12O2 in total.

The calculation puts the LUMO energy at 0.02765 hartree. The highest occupied orbital energy is -9.06 eV. The orbital gap is 9.808 eV. As for the SMILES: O=CCO.CCC.

The geometry in XYZ format:
```
19
Properties=species:S:1:pos:R:3:nbo_charge:R:1
O -0.149 -0.839 -1.973 -0.58
C 0.188 -1.072 -0.831 0.33
C -0.855 -2.014 0.172 -0.16
O -0.238 -2.557 1.303 -0.71
H 1.206 -1.383 -0.541 0.12
H -1.748 -1.468 0.484 0.19
H -1.186 -2.773 -0.546 0.18
H 0.460 -3.161 1.027 0.47
C 1.496 1.490 -0.183 -0.63
C 0.236 0.941 0.466 -0.35
C -1.018 1.667 0.006 -0.63
H 1.591 2.563 -0.003 0.22
H 2.390 1.002 0.205 0.21
H 1.456 1.352 -1.264 0.22
H 0.338 0.993 1.554 0.21
H -0.166 -0.292 0.467 0.26
H -1.888 1.370 0.593 0.21
H -0.910 2.748 0.107 0.21
H -1.204 1.433 -1.043 0.22
```



<ii>
ORCA calculation (wB97M-V/def2-TZVPD) on the molecule C5H12O2.

The calculation puts the LUMO energy at 0.03074 hartree. The highest occupied orbital energy is -9.52 eV. The orbital gap is 10.361 eV. As for the SMILES: COC(C)(C)OC.

The geometry in XYZ format:
```
19
Properties=species:S:1:pos:R:3:nbo_charge:R:1
C 1.423 1.898 0.194 -0.28
O 0.128 1.471 -0.170 -0.54
C 0.035 -0.030 0.009 0.53
C 0.839 -0.869 -1.028 -0.68
C 0.424 -0.439 1.300 -0.68
O -1.287 -0.188 -0.257 -0.54
C -1.762 -1.516 -0.253 -0.30
H 1.316 1.794 1.388 0.16
H 1.533 3.002 -0.079 0.21
H 2.297 1.241 -0.141 0.17
H 0.408 -0.581 -1.980 0.24
H 0.484 -1.914 -0.723 0.21
H 1.940 -0.909 -0.772 0.22
H 1.451 -0.290 1.275 0.22
H -0.185 0.304 2.054 0.23
H 0.133 -1.589 1.678 0.24
H -1.974 -1.969 0.888 0.17
H -2.894 -1.278 -0.641 0.23
H -0.985 -2.337 -0.858 0.19
```



<iii>
ORCA calculation (wB97M-V/def2-TZVPD) on a cluster of 2 separate species, C5H12O2 in total.

The calculation puts the LUMO energy at 0.02833 hartree. The highest occupied orbital energy is -9.90 eV. The orbital gap is 10.669 eV. As for the SMILES: CCC=O.CCO.

The geometry in XYZ format:
```
19
Properties=species:S:1:pos:R:3:nbo_charge:R:1
C -0.889 2.749 1.073 -0.60
C -0.069 1.482 0.819 -0.51
C -0.527 0.973 -0.523 0.44
O -0.002 1.259 -1.574 -0.54
H -0.742 3.445 0.242 0.22
H -1.956 2.505 1.130 0.21
H -0.598 3.241 2.003 0.22
H 1.004 1.699 0.782 0.23
H -0.249 0.736 1.603 0.22
H -1.448 0.347 -0.500 0.11
C 0.155 -2.352 -1.271 -0.64
C 0.614 -1.589 -0.038 -0.06
O 1.606 -2.253 0.715 -0.71
H 0.911 -2.300 -2.062 0.21
H -0.028 -3.401 -1.018 0.21
H -0.768 -1.924 -1.678 0.22
H 0.982 -0.608 -0.354 0.17
H -0.226 -1.434 0.650 0.16
H 2.290 -2.534 0.097 0.46
```



<iv>
ORCA calculation (wB97M-V/def2-TZVPD) on a cluster of 3 separate species, C5H12O2 in total.

The calculation puts the LUMO energy at 0.02424 hartree. The highest occupied orbital energy is -9.91 eV. The orbital gap is 10.566 eV. As for the SMILES: C=CCC.C=O.O.

The geometry in XYZ format:
```
19
Properties=species:S:1:pos:R:3:nbo_charge:R:1
C -0.460 0.408 -1.891 -0.42
C 0.453 -0.415 -1.378 -0.16
C 1.711 0.011 -0.674 -0.44
C 1.903 -0.676 0.681 -0.62
H -1.331 0.038 -2.427 0.20
H -0.360 1.490 -1.814 0.20
H 0.310 -1.493 -1.479 0.19
H 2.565 -0.227 -1.323 0.21
H 1.709 1.102 -0.553 0.20
H 2.865 -0.396 1.123 0.21
H 1.106 -0.400 1.382 0.23
H 1.897 -1.767 0.570 0.20
C -2.535 -0.269 0.286 0.29
O -2.889 0.768 0.799 -0.54
H -1.680 -0.848 0.671 0.14
H -3.064 -0.684 -0.592 0.12
O -0.606 0.838 2.459 -0.96
H -0.094 1.554 2.065 0.46
H -1.500 0.968 2.096 0.49
```



How far above the most stable structure does each one sit? In kcal/mol: <i> 46.7; <ii> 77.4; <iii> 0.0; <iv> 12.1.